DFT (the ωB97M-V functional and the def2-TZVPD basis) results for C45H44BIrN5O5P as an isolated structure in a non-equilibrium geometry.

The geometry in ORCA input format:
```
! wB97M-V def2-TZVPD RIJCOSX def2/J DEFGRID3
* xyz 2 5
Ir -0.88754 -0.51020 0.44439
O -2.02324 -0.31590 3.28409
N -0.71234 -0.36160 2.90789
C 0.14646 0.15520 3.69329
C 1.58196 0.09810 3.54159
C 2.32396 0.25140 4.72069
C 3.69496 0.10170 4.73459
C 4.36766 -0.17850 3.55469
C 3.65706 -0.28730 2.37259
C 2.26836 -0.15050 2.34379
P 1.46986 -0.32930 0.70699
C 2.32396 -1.89910 0.26899
C 1.92646 -3.00560 1.01729
C 2.47716 -4.25000 0.77659
C 3.47546 -4.38840 -0.17681
C 3.90906 -3.28070 -0.88841
C 3.33296 -2.03690 -0.67721
C 2.13826 1.03470 -0.28041
C 3.03686 1.95550 0.21129
C 3.39556 3.08830 -0.50981
C 2.84266 3.31980 -1.78631
C 1.90426 2.49180 -2.30421
C 1.38156 1.32670 -1.54171
H -2.16354 0.23030 4.08349
H -0.19724 0.60280 4.63099
H 1.80596 0.45900 5.64489
H 4.23716 0.19930 5.66099
H 5.43806 -0.31270 3.55499
H 4.18956 -0.49560 1.45459
H 1.18696 -2.87420 1.79469
H 2.13476 -5.10720 1.33749
H 3.92316 -5.35560 -0.35381
H 4.70456 -3.38930 -1.60951
H 3.68416 -1.17690 -1.23191
H 3.49576 1.79480 1.17539
H 4.10956 3.78110 -0.09531
H 3.16426 4.18490 -2.34341
H 1.45786 2.68620 -3.26981
H 0.34906 1.59280 -1.24261
O 4.18126 0.12550 -5.67691
C 2.88246 0.17750 -5.96851
O 2.50076 0.34460 -7.08921
C 1.88886 0.03980 -4.83601
C 0.52316 -0.04130 -5.24321
C -0.49184 -0.07930 -4.32591
C -0.24384 -0.01810 -2.94541
C 1.16886 0.05450 -2.45291
C 2.19926 0.04060 -3.51941
N -1.18324 -0.07160 -1.99011
C -2.46284 0.11830 -2.20031
C -3.42214 -0.08580 -1.17261
C -4.78954 0.10330 -1.44791
C -5.72614 -0.13340 -0.46731
C -5.28124 -0.56700 0.77919
C -3.91944 -0.71400 0.99089
N -3.00424 -0.47390 0.06039
H 4.40386 0.00050 -4.74591
H 0.32726 -0.06970 -6.30541
H -1.50474 -0.17880 -4.68061
H 1.32146 -0.79980 -1.77471
H 3.22026 0.11140 -3.16861
H -2.83834 0.44330 -3.16601
H -5.08594 0.43600 -2.43121
H -6.77884 0.00200 -0.66111
H -5.97514 -0.79680 1.56969
H -3.55914 -1.03030 1.95759
C -2.69364 4.07390 2.45169
C -1.62264 3.60340 1.47489
C -0.31654 4.35460 1.73159
O -1.33794 2.19890 1.73119
B -1.22464 1.55740 0.55039
O -1.51884 2.33910 -0.51621
C -2.05304 3.60120 -0.03731
C -3.56924 3.53270 -0.23441
C -1.47464 4.72130 -0.89111
H -2.31414 3.98500 3.46679
H -3.60364 3.48610 2.37569
H -2.92654 5.11810 2.26269
H -0.01184 4.18080 2.76049
H -0.44694 5.42150 1.58379
H 0.47136 3.98530 1.07869
H -3.98974 2.68630 0.30509
H -3.78984 3.40050 -1.29191
H -4.04074 4.44980 0.10319
H -0.39244 4.66160 -0.94901
H -1.76144 5.68780 -0.49001
H -1.87014 4.63520 -1.89991
N -1.05134 -4.54450 -1.34371
C -0.95774 -3.20790 -1.45001
N -0.98544 -2.60270 -0.28601
C -1.12554 -3.60230 0.65549
C -1.21184 -3.55010 2.04379
C -1.28444 -4.74580 2.72489
C -1.30054 -5.97430 2.05639
C -1.24754 -6.04630 0.68049
C -1.15474 -4.84470 -0.00741
H -1.04674 -5.21610 -2.09511
H -0.87884 -2.71250 -2.39801
H -1.21054 -2.60690 2.56199
H -1.32734 -4.74050 3.80269
H -1.35694 -6.88280 2.63549
H -1.27534 -6.98950 0.15979
*
```

Computed properties:
* energy relative to the best compared isomer or geometry (same formula, charge and spin): 0.955 eV
* ⟨S²⟩: 6.123
* HOMO (spin up / spin down): -12.0 / -13.8 eV
* lowest unoccupied orbital energy (spin up / spin down): -0.2152 / -0.2593 Ha